ORCA calculation (ωB97M-V/def2-TZVPD) on a molecular structure, C41H37F6N6O7PbS4.

Cartesian coordinates (Å):
Pb: 0.04 -0.24 0.00
C: -11.00 -7.25 5.43
O: -10.75 -6.90 4.04
C: -9.69 -6.24 3.70
C: -9.56 -5.99 2.30
C: -8.49 -5.31 1.83
C: -7.49 -4.84 2.72
C: -7.63 -5.09 4.12
C: -8.70 -5.77 4.60
C: -6.33 -4.14 2.28
N: -5.35 -3.73 3.08
C: -4.45 -3.14 2.29
C: -4.86 -3.18 0.95
N: -6.05 -3.81 0.97
C: -4.08 -2.64 -0.12
C: -4.45 -2.66 -1.47
C: -3.59 -2.15 -2.41
C: -2.38 -1.62 -1.99
N: -2.02 -1.57 -0.71
C: -2.84 -2.06 0.23
C: -2.40 -2.00 1.63
N: -1.22 -1.42 1.90
C: -0.78 -1.38 3.15
C: -1.50 -1.90 4.22
C: -2.72 -2.49 3.97
C: -3.19 -2.54 2.65
H: -11.92 -7.84 5.41
H: -11.15 -6.35 6.01
H: -10.18 -7.85 5.81
H: -10.34 -6.36 1.64
H: -8.41 -5.13 0.76
H: -6.86 -4.73 4.78
H: -8.80 -5.95 5.66
H: -6.64 -4.01 0.17
H: -5.40 -3.08 -1.78
H: -3.84 -2.15 -3.46
H: -1.67 -1.20 -2.70
H: 0.19 -0.92 3.30
H: -1.10 -1.85 5.22
H: -3.32 -2.91 4.76
F: 4.02 1.30 -3.14
C: 2.87 1.65 -3.72
F: 2.62 0.84 -4.73
F: 2.95 2.90 -4.14
S: 1.54 1.47 -2.44
O: 1.13 0.08 -2.45
O: 2.11 1.91 -1.18
N: 0.47 2.48 -2.98
S: -1.00 2.46 -2.46
O: -1.31 1.23 -1.74
O: -1.38 3.69 -1.84
C: -1.97 2.30 -4.02
F: -3.26 2.39 -3.72
F: -1.72 1.10 -4.55
F: -1.64 3.24 -4.88
O: 2.18 -0.30 1.31
S: 3.63 -0.10 0.87
C: 4.06 1.60 1.35
C: 3.78 1.99 2.78
C: 4.82 2.40 3.60
C: 4.58 2.79 4.91
C: 3.28 2.77 5.41
C: 2.24 2.35 4.61
C: 2.48 1.97 3.29
C: 4.58 -1.04 2.09
C: 4.25 -2.49 1.91
C: 4.89 -3.24 0.92
C: 4.58 -4.58 0.75
C: 3.62 -5.18 1.55
C: 2.98 -4.44 2.53
C: 3.29 -3.10 2.70
H: 3.49 2.19 0.63
H: 5.11 1.70 1.10
H: 5.83 2.42 3.21
H: 5.40 3.13 5.53
H: 3.10 3.07 6.44
H: 1.23 2.32 5.00
H: 1.67 1.58 2.68
H: 4.31 -0.65 3.07
H: 5.64 -0.83 1.87
H: 5.66 -2.78 0.31
H: 5.12 -5.16 0.01
H: 3.40 -6.24 1.43
H: 2.24 -4.91 3.17
H: 2.80 -2.53 3.48
O: -0.13 2.61 0.68
S: 0.76 3.68 1.20
C: -0.10 4.69 2.44
C: 0.35 6.10 2.07
C: 0.28 6.19 0.53
C: 1.05 5.00 -0.04
H: 0.17 4.36 3.44
H: -1.15 4.51 2.24
H: 1.38 6.26 2.40
H: -0.28 6.83 2.56
H: 0.73 7.11 0.17
H: -0.75 6.15 0.19
H: 2.13 5.15 -0.10
H: 0.67 4.60 -0.98
N: 1.78 -3.24 -1.46
C: 1.20 -2.42 -0.89
H: 2.28 -3.94 -1.97

Lowest unoccupied orbital energy (alpha / beta) ... -9.90 / -10.42 eV
Charge ... +3
Relative energy (zero: lowest compared OMol25 entry of this formula, charge and spin) ... 6.53 kcal per mole
HOMO level (alpha / beta) ... -14.8 / -14.8 eV

Atom charges from the Löwdin analysis, given in e for atoms 1 to 99:
1. Pb 1.504
2. C 0.022
3. O 0.023
4. C -0.224
5. C 0.069
6. C 0.021
7. C -0.092
8. C 0.039
9. C 0.049
10. C -0.224
11. N 0.223
12. C -0.145
13. C -0.088
14. N 0.212
15. C -0.056
16. C 0.038
17. C 0.008
18. C -0.084
19. N 0.017
20. C -0.122
21. C -0.132
22. N 0.003
23. C -0.096
24. C -0.004
25. C 0.043
26. C -0.061
27. H 0.112
28. H 0.113
29. H 0.111
30. H 0.146
31. H 0.122
32. H 0.129
33. H 0.127
34. H 0.165
35. H 0.128
36. H 0.130
37. H 0.119
38. H 0.112
39. H 0.124
40. H 0.133
41. F 0.158
42. C -0.681
43. F 0.179
44. F 0.178
45. S 0.595
46. O -0.399
47. O -0.356
48. N -0.273
49. S 0.610
50. O -0.443
51. O -0.259
52. C -0.686
53. F 0.162
54. F 0.148
55. F 0.187
56. O -0.705
57. S 0.995
58. C -0.270
59. C -0.277
60. C -0.022
61. C -0.041
62. C -0.059
63. C -0.080
64. C -0.099
65. C -0.257
66. C -0.300
67. C -0.046
68. C -0.075
69. C -0.076
70. C -0.071
71. C -0.047
72. H 0.061
73. H 0.112
74. H 0.125
75. H 0.120
76. H 0.116
77. H 0.107
78. H 0.067
79. H 0.106
80. H 0.116
81. H 0.121
82. H 0.112
83. H 0.110
84. H 0.107
85. H 0.112
86. O -0.418
87. S 1.124
88. C -0.229
89. C -0.198
90. C -0.184
91. C -0.215
92. H 0.099
93. H 0.122
94. H 0.131
95. H 0.139
96. H 0.139
97. H 0.134
98. H 0.119
99. H 0.084

ORCA calculation (ωB97M-V/def2-TZVPD) on 2 unconnected molecules or ions with the total composition C2H4OS2.

Cartesian coordinates (Å):
O: -2.32 1.04 0.10
C: -1.12 0.46 0.04
S: -0.87 -1.18 0.07
H: -2.20 1.85 -0.43
H: -0.21 1.08 -0.17
C: 1.58 -0.92 0.06
S: 2.01 0.66 0.07
H: 1.61 -1.44 -0.79
H: 1.51 -1.55 1.06

Lowest unoccupied orbital energy ... -0.34 eV
SMILES ... OC=S.C=S
Relative energy (zero: lowest compared OMol25 entry of this formula, charge and spin) ... 49.80 kcal per mole
HOMO level ... -8.4 eV

Charges computed using Löwdin, reported in e:
1. O -0.005
2. C -0.663
3. S 0.810
4. H 0.125
5. H -0.017
6. C -0.773
7. S 0.536
8. H -0.067
9. H 0.054

ORCA calculation (ωB97M-V/def2-TZVPD) on 14 unconnected molecules or ions with the total composition C40H82Br6F6N10O14.

Cartesian coordinates (Å):
C: 0.77 3.36 -1.74
C: 1.87 4.06 -2.50
O: 2.33 5.14 -2.13
N: 2.34 3.39 -3.54
C: 3.44 3.83 -4.43
H: 0.87 3.68 -0.70
H: 0.83 2.29 -1.93
H: -0.18 3.65 -2.19
H: 2.09 2.42 -3.46
H: 3.95 4.76 -4.19
H: 3.09 4.04 -5.44
H: 4.14 3.02 -4.64
C: -6.56 -0.03 -1.99
C: -5.27 -0.66 -1.66
O: -4.25 -0.32 -2.26
N: -5.37 -1.71 -0.82
C: -4.30 -2.63 -0.56
H: -6.76 0.17 -3.04
H: -6.46 0.97 -1.56
H: -7.47 -0.40 -1.52
H: -6.31 -2.02 -0.63
H: -3.33 -2.26 -0.89
H: -4.45 -3.60 -1.05
H: -4.30 -2.75 0.52
C: 1.79 -1.59 -2.39
C: 1.74 -0.37 -3.28
O: 2.21 0.71 -2.86
N: 1.21 -0.58 -4.49
C: 1.09 0.43 -5.48
H: 1.30 -1.33 -1.45
H: 2.82 -1.92 -2.29
H: 1.18 -2.40 -2.78
H: 0.79 -1.48 -4.70
H: 0.27 0.16 -6.15
H: 2.02 0.34 -6.05
H: 1.04 1.43 -5.04
C: -1.11 5.89 0.46
C: -1.17 4.82 1.56
O: -1.39 3.66 1.25
N: -1.09 5.29 2.81
C: -1.41 4.62 4.00
H: -1.57 6.82 0.79
H: -1.75 5.50 -0.33
H: -0.06 5.97 0.17
H: -0.99 6.29 2.78
H: -2.25 5.13 4.48
H: -0.56 4.65 4.68
H: -1.69 3.58 3.81
C: -3.94 3.57 -0.82
C: -3.02 3.48 -2.04
O: -2.64 4.47 -2.69
N: -2.75 2.20 -2.40
C: -1.98 1.75 -3.52
H: -3.83 4.50 -0.26
H: -3.63 2.88 -0.03
H: -4.98 3.53 -1.13
H: -3.14 1.39 -1.94
H: -2.04 2.58 -4.23
H: -2.36 0.80 -3.90
H: -0.92 1.65 -3.29
C: 5.01 2.60 2.82
C: 6.46 2.75 3.26
O: 6.90 2.05 4.20
N: 7.20 3.73 2.72
C: 8.63 3.81 3.16
H: 4.97 2.59 1.73
H: 4.46 3.51 3.05
H: 4.59 1.67 3.20
H: 6.95 4.19 1.85
H: 8.92 3.22 4.03
H: 8.81 4.84 3.47
H: 9.32 3.48 2.39
C: -0.96 0.08 -0.25
C: 0.01 0.28 0.87
O: 0.52 -0.74 1.31
N: 0.36 1.50 1.27
C: 1.20 1.73 2.35
H: -0.63 -0.75 -0.88
H: -0.98 0.96 -0.89
H: -2.00 0.04 0.06
H: -0.27 2.27 1.09
H: 2.21 1.76 1.94
H: 1.24 0.90 3.07
H: 0.94 2.68 2.81
C: -2.35 -2.39 -3.77
C: -1.40 -3.36 -4.51
O: -0.34 -2.86 -4.83
N: -1.78 -4.66 -4.74
C: -1.22 -5.51 -5.75
H: -2.68 -1.55 -4.37
H: -1.83 -1.92 -2.94
H: -3.18 -2.83 -3.21
H: -2.70 -4.96 -4.43
H: -2.03 -6.04 -6.25
H: -0.58 -6.30 -5.35
H: -0.72 -4.96 -6.54
C: 5.55 5.34 -1.31
C: 5.66 3.92 -0.81
O: 6.61 3.56 -0.13
N: 4.78 3.02 -1.24
C: 4.77 1.65 -0.92
H: 4.73 5.71 -0.70
H: 5.34 5.32 -2.38
H: 6.49 5.88 -1.15
H: 4.07 3.31 -1.91
H: 3.85 1.48 -0.37
H: 5.58 1.38 -0.25
H: 4.99 1.01 -1.78
C: -2.36 -5.65 5.19
C: -1.01 -5.11 4.75
O: 0.04 -5.58 5.15
N: -1.07 -4.11 3.89
C: 0.02 -3.53 3.21
H: -2.21 -6.49 5.87
H: -2.97 -6.02 4.37
H: -2.94 -4.97 5.81
H: -1.98 -3.83 3.56
H: 0.79 -4.28 3.01
H: 0.45 -2.71 3.77
H: -0.36 -3.10 2.28
C: 1.29 -6.55 -3.04
C: 1.83 -6.19 -1.63
O: 0.97 -5.23 -1.06
C: -0.14 -5.58 -0.42
O: -0.41 -6.70 -0.01
C: -1.21 -4.42 -0.31
F: -0.68 -3.21 -0.50
F: -2.11 -4.66 -1.19
F: -1.76 -4.49 0.93
H: 0.37 -7.11 -2.92
H: 2.07 -6.94 -3.70
H: 0.93 -5.65 -3.54
H: 2.86 -5.83 -1.61
H: 1.86 -7.10 -1.03
C: -2.59 0.04 3.13
C: -3.93 -0.31 2.51
O: -4.88 -0.98 3.37
C: -4.68 -2.27 3.73
O: -3.84 -3.04 3.26
C: -5.80 -2.78 4.62
F: -5.30 -2.87 5.83
F: -6.95 -2.00 4.65
F: -6.21 -4.00 4.29
H: -1.95 -0.84 3.07
H: -2.74 0.31 4.18
H: -2.11 0.89 2.63
H: -3.81 -0.78 1.54
H: -4.37 0.65 2.22
C: -0.84 0.21 6.90
Br: -0.90 2.26 6.94
Br: 0.26 -0.46 5.37
Br: -2.65 -0.54 6.97
H: -0.38 -0.05 7.85
C: 3.54 -1.68 1.14
Br: 5.39 -1.44 0.60
Br: 3.22 -0.87 2.96
Br: 2.98 -3.56 1.10
H: 2.90 -1.08 0.48

Lowest unoccupied orbital energy ... -0.70 eV
HOMO level ... -8.5 eV

Atom charges from the Löwdin analysis, given in e for atoms 1 to 99:
1. C 0.020
2. C -0.573
3. O 0.011
4. N 0.020
5. C -0.051
6. H 0.081
7. H 0.050
8. H 0.075
9. H 0.054
10. H 0.074
11. H 0.073
12. H 0.084
13. C 0.002
14. C -0.538
15. O 0.020
16. N 0.026
17. C -0.074
18. H 0.098
19. H 0.085
20. H 0.083
21. H 0.141
22. H 0.069
23. H 0.090
24. H 0.074
25. C 0.025
26. C -0.496
27. O -0.016
28. N 0.023
29. C -0.051
30. H 0.060
31. H 0.097
32. H 0.066
33. H 0.076
34. H 0.093
35. H 0.091
36. H 0.074
37. C 0.031
38. C -0.517
39. O -0.001
40. N 0.008
41. C -0.092
42. H 0.082
43. H 0.063
44. H 0.091
45. H 0.140
46. H 0.092
47. H 0.072
48. H 0.077
49. C -0.003
50. C -0.517
51. O 0.016
52. N 0.002
53. C -0.068
54. H 0.067
55. H 0.062
56. H 0.080
57. H 0.077
58. H 0.093
59. H 0.073
60. H 0.055
61. C -0.004
62. C -0.538
63. O -0.011
64. N 0.032
65. C -0.053
66. H 0.046
67. H 0.085
68. H 0.027
69. H 0.099
70. H 0.072
71. H 0.071
72. H 0.077
73. C 0.027
74. C -0.556
75. O -0.020
76. N 0.027
77. C -0.117
78. H 0.060
79. H 0.058
80. H 0.075
81. H 0.072
82. H 0.061
83. H -0.026
84. H 0.094
85. C 0.009
86. C -0.480
87. O 0.021
88. N 0.020
89. C -0.081
90. H 0.081
91. H 0.066
92. H 0.054
93. H 0.136
94. H 0.087
95. H 0.070
96. H 0.094
97. C 0.016
98. C -0.541
99. O 0.005

ORCA calculation (ωB97M-V/def2-TZVPD) on a single C8H17N3 molecule.

Cartesian coordinates (Å):
C: -5.38 0.02 0.20
C: -4.08 0.78 -0.17
N: -2.97 0.06 0.43
C: -1.98 -0.50 0.07
N: -1.01 -1.12 -0.28
C: 0.30 -0.63 -0.63
C: 1.28 -1.30 0.30
C: 2.76 -1.12 0.01
N: 3.30 0.21 0.04
C: 2.96 1.06 -1.11
C: 3.09 0.85 1.32
H: -5.62 0.18 1.23
H: -6.25 0.30 -0.37
H: -5.25 -1.06 0.00
H: -3.99 0.82 -1.26
H: -4.20 1.77 0.24
H: 0.51 -0.96 -1.65
H: 0.25 0.47 -0.60
H: 1.06 -1.12 1.37
H: 1.02 -2.37 0.18
H: 3.31 -1.73 0.76
H: 2.98 -1.56 -0.93
H: 3.56 1.96 -1.06
H: 1.94 1.39 -1.18
H: 3.25 0.53 -2.00
H: 2.01 1.03 1.55
H: 3.52 0.24 2.14
H: 3.65 1.81 1.38

Lowest unoccupied orbital energy ... 0.83 eV
SMILES ... CCN=C=NCCCN(C)C
Relative energy (zero: lowest compared OMol25 entry of this formula, charge and spin) ... 7.31 kcal per mole
HOMO level ... -8.3 eV

Charges computed using Löwdin, reported in e:
1. C -0.101
2. C -0.247
3. N 0.086
4. C -0.237
5. N 0.074
6. C -0.232
7. C -0.203
8. C -0.248
9. N -0.267
10. C -0.089
11. C -0.113
12. H 0.061
13. H 0.053
14. H 0.079
15. H 0.111
16. H 0.099
17. H 0.123
18. H 0.106
19. H 0.116
20. H 0.122
21. H 0.125
22. H 0.105
23. H 0.079
24. H 0.050
25. H 0.085
26. H 0.086
27. H 0.089
28. H 0.088

E per entry: -131259.220; -25854.336; -522939.429; -13040.365 eV